Entry 1:
Formula: C5H8O
Source: the Open Molecules 2025 dataset
Level of theory: ωB97M-V/def2-TZVPD

Computed properties:
Relative energy (zero: lowest compared OMol25 entry of this formula, charge and spin)   481.7 kJ/mol
Frontier orbital gap (spin up / spin down)   0.30216 / 0.28608 hartree
Largest force on an atom   2.68 eV/Å
E_LUMO (spin up / spin down)   0.004 / -0.062 eV
E_tot   -7357.26303 eV
Spin multiplicity   1
HOMO energy (spin up / spin down)   -8.2 / -7.8 eV

Last column: natural (NBO) charge in e.
Positions of all 14 atoms, in Å:
C: 1.74 -0.57 0.28  -0.6586
C: 0.55 0.37 0.20  -0.2174
C: -0.88 -0.20 -1.09  -0.4859
C: -2.01 0.22 -0.34  -0.3357
C: -0.38 0.53 1.41  0.4724
O: 0.37 0.87 2.28  -0.4975
H: 2.62 -0.20 0.83  0.2337
H: 1.45 -1.54 0.70  0.2136
H: 2.06 -0.72 -0.76  0.2231
H: 0.86 1.39 -0.08  0.2129
H: -0.60 0.39 -1.96  0.2205
H: -0.73 -1.27 -1.20  0.2132
H: -2.40 1.22 -0.47  0.1992
H: -2.63 -0.48 0.21  0.2065

Entry 2:
Formula: C5H8O
Source: the Open Molecules 2025 dataset
Level of theory: ωB97M-V/def2-TZVPD

Computed properties:
Relative energy (zero: lowest compared OMol25 entry of this formula, charge and spin)   476.5 kJ/mol
SMILES   C#C[C@H](C)C=O.[H][H]
Frontier orbital gap   0.38516 hartree
Largest force on an atom   2.54 eV/Å
E_LUMO   0.860 eV
E_tot   -7357.31669 eV
Spin multiplicity   1
HOMO energy   -9.6 eV

Last column: natural (NBO) charge in e.
Positions of all 14 atoms, in Å:
C: 2.48 0.48 -0.13  -0.1814
C: 1.29 0.30 0.02  -0.0341
C: -0.10 0.05 0.37  -0.3186
C: -0.38 -1.42 0.71  -0.6045
C: -1.15 0.97 -0.08  0.3700
O: -0.97 2.04 -0.62  -0.5737
H: 3.52 0.71 -0.23  0.2408
H: -0.44 0.85 1.24  0.2932
H: 0.22 -1.68 1.60  0.2274
H: -0.08 -2.14 -0.07  0.2350
H: -1.44 -1.58 0.92  0.2181
H: -2.14 0.58 0.23  0.1352
H: -0.32 0.05 -1.97  -0.0575
H: -0.49 0.78 -1.98  0.0502

Entry 3:
Formula: C5H8O
Source: the Open Molecules 2025 dataset
Level of theory: ωB97M-V/def2-TZVPD

Computed properties:
Relative energy (zero: lowest compared OMol25 entry of this formula, charge and spin)   79.3 kJ/mol
SMILES   C=CCC(C)=O
Frontier orbital gap   0.38069 hartree
Largest force on an atom   0.45 eV/Å
E_LUMO   0.967 eV
E_tot   -7361.43291 eV
Spin multiplicity   1
HOMO energy   -9.4 eV

Last column: natural (NBO) charge in e.
Positions of all 14 atoms, in Å:
C: -0.36 1.92 -1.21  -0.3798
C: -0.77 0.79 -0.65  -0.1812
C: -0.47 0.41 0.78  -0.5499
C: 0.75 -0.50 0.88  0.6108
C: 0.64 -1.86 0.22  -0.7274
O: 1.75 -0.14 1.45  -0.5341
H: 0.22 2.66 -0.65  0.1976
H: -0.57 2.15 -2.25  0.2030
H: -1.34 0.07 -1.24  0.1978
H: -0.26 1.30 1.38  0.2356
H: -1.34 -0.10 1.22  0.2266
H: 1.58 -2.40 0.34  0.2387
H: -0.18 -2.43 0.68  0.2292
H: 0.41 -1.75 -0.84  0.2331

Entry 4:
Formula: C5H8O
Source: the Open Molecules 2025 dataset
Level of theory: ωB97M-V/def2-TZVPD

Computed properties:
Relative energy (zero: lowest compared OMol25 entry of this formula, charge and spin)   108.8 kJ/mol
SMILES   C=C[C@H](C)C=O
Frontier orbital gap   0.39298 hartree
Largest force on an atom   0.51 eV/Å
E_LUMO   1.038 eV
E_tot   -7361.12789 eV
Spin multiplicity   1
HOMO energy   -9.7 eV

Last column: natural (NBO) charge in e.
Positions of all 14 atoms, in Å:
C: -0.02 1.84 -0.42  -0.3820
C: -0.39 0.68 -0.95  -0.1748
C: -0.08 -0.66 -0.29  -0.3752
C: -0.84 -0.88 1.02  -0.5958
C: 1.42 -0.70 -0.08  0.4563
O: 1.96 -0.53 0.98  -0.5286
H: 0.54 1.89 0.51  0.2039
H: -0.26 2.79 -0.90  0.2062
H: -0.93 0.66 -1.89  0.2065
H: -0.33 -1.46 -1.01  0.2195
H: -0.54 -0.13 1.76  0.2234
H: -0.62 -1.87 1.43  0.2154
H: -1.92 -0.79 0.86  0.2130
H: 2.02 -0.86 -1.00  0.1122

Entry 5:
Formula: C5H8O
Source: the Open Molecules 2025 dataset
Level of theory: ωB97M-V/def2-TZVPD

Computed properties:
Relative energy (zero: lowest compared OMol25 entry of this formula, charge and spin)   270.0 kJ/mol
SMILES   C1=C[C@H]2C[C@H]2O1.[H][H]
Frontier orbital gap   0.35361 hartree
Largest force on an atom   0.28 eV/Å
E_LUMO   1.183 eV
E_tot   -7359.45681 eV
Spin multiplicity   1
HOMO energy   -8.4 eV

Last column: natural (NBO) charge in e.
Positions of all 14 atoms, in Å:
C: -1.20 0.01 -1.15  0.1264
C: -1.21 0.24 0.16  -0.3179
C: 0.09 0.86 0.54  -0.2798
C: 1.32 0.02 0.23  -0.4482
C: 0.79 0.96 -0.80  0.0776
O: -0.07 0.44 -1.80  -0.4725
H: -1.94 -0.45 -1.80  0.2030
H: -2.02 0.01 0.84  0.2303
H: 0.15 1.63 1.30  0.2273
H: 1.20 -1.04 0.08  0.2263
H: 2.25 0.33 0.70  0.2232
H: 1.36 1.81 -1.15  0.2057
H: -0.19 -2.08 1.45  -0.0049
H: -0.53 -2.74 1.42  0.0035

Entry 6:
Formula: C5H8O
Source: the Open Molecules 2025 dataset
Level of theory: ωB97M-V/def2-TZVPD

Computed properties:
Relative energy (zero: lowest compared OMol25 entry of this formula, charge and spin)   217.0 kJ/mol
SMILES   C=C[C@H]1C[C@H]1O
Frontier orbital gap   0.36679 hartree
Largest force on an atom   2.09 eV/Å
E_LUMO   0.947 eV
E_tot   -7360.00663 eV
Spin multiplicity   1
HOMO energy   -9.0 eV

Last column: natural (NBO) charge in e.
Positions of all 14 atoms, in Å:
C: -2.52 -0.19 0.02  -0.4068
C: -1.18 -0.30 0.19  -0.1942
C: -0.18 0.68 -0.34  -0.2891
C: 0.96 1.14 0.55  -0.4476
C: 1.20 0.06 -0.46  0.0851
O: 1.42 -1.24 0.01  -0.7109
H: -3.19 -1.01 0.29  0.2020
H: -2.98 0.74 -0.45  0.1899
H: -0.78 -1.32 0.55  0.2318
H: -0.49 1.29 -1.22  0.2321
H: 1.41 2.12 0.35  0.2256
H: 0.96 0.79 1.64  0.2299
H: 1.77 0.27 -1.40  0.1761
H: 2.28 -1.23 0.47  0.4762

Entry 7:
Formula: C5H8O
Source: the Open Molecules 2025 dataset
Level of theory: ωB97M-V/def2-TZVPD

Computed properties:
Relative energy (zero: lowest compared OMol25 entry of this formula, charge and spin)   106.2 kJ/mol
SMILES   C1=CCOCC1
Frontier orbital gap   0.38572 hartree
Largest force on an atom   0.27 eV/Å
E_LUMO   1.101 eV
E_tot   -7361.15418 eV
Spin multiplicity   1
HOMO energy   -9.4 eV

Last column: natural (NBO) charge in e.
Positions of all 14 atoms, in Å:
C: -0.09 1.30 0.33  -0.1716
C: 1.15 0.83 0.32  -0.2290
C: 1.40 -0.62 0.02  -0.1060
O: 0.30 -1.42 0.40  -0.5178
C: -0.88 -1.03 -0.28  -0.0630
C: -1.27 0.44 -0.03  -0.4752
H: -0.30 2.34 0.59  0.2056
H: 2.00 1.47 0.57  0.2090
H: 2.26 -1.00 0.59  0.1979
H: 1.62 -0.76 -1.05  0.1687
H: -1.66 -1.70 0.09  0.1942
H: -0.76 -1.22 -1.36  0.1572
H: -1.74 0.83 -0.94  0.2171
H: -2.03 0.52 0.76  0.2129

Entry 8:
Formula: C5H8O
Source: the Open Molecules 2025 dataset
Level of theory: ωB97M-V/def2-TZVPD

Computed properties:
Relative energy (zero: lowest compared OMol25 entry of this formula, charge and spin)   582.8 kJ/mol
Frontier orbital gap (spin up / spin down)   0.28444 / 0.28451 hartree
Largest force on an atom   0.79 eV/Å
E_LUMO (spin up / spin down)   -0.023 / -0.022 eV
E_tot   -7356.21474 eV
Spin multiplicity   1
HOMO energy (spin up / spin down)   -7.8 / -7.8 eV

Last column: natural (NBO) charge in e.
Positions of all 14 atoms, in Å:
C: -0.29 -1.55 -1.18  -0.2443
O: 0.61 -1.64 -0.11  -0.5339
C: 1.51 -0.55 0.00  -0.1627
C: 0.99 0.75 0.47  -0.0185
C: -0.11 1.32 0.74  -0.3722
C: -1.13 2.07 1.33  -0.4090
H: 0.23 -1.38 -2.14  0.1651
H: -0.83 -2.50 -1.24  0.1965
H: -1.03 -0.75 -1.05  0.1492
H: 2.28 -0.87 0.71  0.2265
H: 2.02 -0.39 -0.97  0.1949
H: -1.33 2.03 2.40  0.2175
H: -1.84 2.64 0.73  0.2133
H: -1.09 0.84 0.30  0.3777

Entry 9:
Formula: C5H8O
Source: the Open Molecules 2025 dataset
Level of theory: ωB97M-V/def2-TZVPD

Computed properties:
Relative energy (zero: lowest compared OMol25 entry of this formula, charge and spin)   269.3 kJ/mol
SMILES   C=C=CC.C=O
Frontier orbital gap   0.37968 hartree
Largest force on an atom   0.46 eV/Å
E_LUMO   0.872 eV
E_tot   -7359.46392 eV
Spin multiplicity   1
HOMO energy   -9.5 eV

Last column: natural (NBO) charge in e.
Positions of all 14 atoms, in Å:
C: -0.33 -1.23 -1.56  -0.5070
C: 0.53 -0.64 -0.77  0.0826
C: 1.32 0.01 0.05  -0.2592
C: 1.37 -0.22 1.53  -0.6271
H: -1.32 -0.80 -1.72  0.2016
H: -0.11 -2.15 -2.10  0.2231
H: 1.94 0.80 -0.36  0.2252
H: 2.38 -0.53 1.85  0.2159
H: 1.12 0.70 2.06  0.2282
H: 0.66 -0.99 1.84  0.2174
C: -1.89 1.26 -0.21  0.2790
O: -1.23 1.82 0.62  -0.4989
H: -1.84 1.53 -1.29  0.1101
H: -2.59 0.45 0.04  0.1090

Entry 10:
Formula: C5H8O
Source: the Open Molecules 2025 dataset
Level of theory: ωB97M-V/def2-TZVPD

Computed properties:
Relative energy (zero: lowest compared OMol25 entry of this formula, charge and spin)   566.9 kJ/mol
Frontier orbital gap   0.30257 hartree
Largest force on an atom   0.31 eV/Å
E_LUMO   -0.055 eV
E_tot   -7356.37970 eV
Spin multiplicity   1
HOMO energy   -8.3 eV

Last column: natural (NBO) charge in e.
Positions of all 14 atoms, in Å:
C: -0.55 0.87 -1.38  -0.6223
C: -0.81 -0.40 -0.58  -0.2520
C: 0.25 -1.17 0.16  -0.4226
C: 1.32 0.23 1.08  0.2167
O: 0.48 1.13 1.42  -0.7512
C: -0.69 -0.52 0.90  0.2014
H: 0.10 1.55 -0.83  0.2429
H: -1.50 1.38 -1.57  0.2114
H: -0.09 0.62 -2.34  0.2097
H: -1.67 -0.97 -0.94  0.2101
H: 0.66 -2.17 0.16  0.2438
H: 2.11 0.47 0.33  0.1387
H: 1.68 -0.53 1.79  0.1312
H: -1.29 -0.48 1.80  0.2422

Entry 11:
Formula: C5H8O
Source: the Open Molecules 2025 dataset
Level of theory: ωB97M-V/def2-TZVPD

Computed properties:
Relative energy (zero: lowest compared OMol25 entry of this formula, charge and spin)   437.0 kJ/mol
Frontier orbital gap   0.33294 hartree
Largest force on an atom   3.97 eV/Å
E_LUMO   0.619 eV
E_tot   -7357.72600 eV
Spin multiplicity   1
HOMO energy   -8.4 eV

Last column: natural (NBO) charge in e.
Positions of all 14 atoms, in Å:
O: 2.90 -0.52 -0.46  -0.5830
C: 2.04 0.29 -0.14  0.3917
C: 0.64 0.00 0.07  -0.3777
C: -0.22 -1.20 -0.30  -0.3998
C: -1.44 -0.23 -0.29  -0.3806
C: -0.59 0.94 0.25  -0.3993
H: 2.31 1.35 0.08  0.0946
H: 0.19 0.46 1.21  0.3860
H: -0.05 -1.72 -1.25  0.2219
H: -0.25 -1.96 0.49  0.2037
H: -1.78 0.00 -1.30  0.2234
H: -2.28 -0.47 0.34  0.2092
H: -0.57 1.97 -0.10  0.2399
H: -0.90 1.09 1.42  0.1700

Entry 12:
Formula: C5H8O
Source: the Open Molecules 2025 dataset
Level of theory: ωB97M-V/def2-TZVPD

Computed properties:
Relative energy (zero: lowest compared OMol25 entry of this formula, charge and spin)   494.2 kJ/mol
Frontier orbital gap   0.33351 hartree
Largest force on an atom   5.88 eV/Å
E_LUMO   1.056 eV
E_tot   -7357.13350 eV
Spin multiplicity   1
HOMO energy   -8.0 eV

Last column: natural (NBO) charge in e.
Positions of all 14 atoms, in Å:
C: 1.69 -0.23 -0.40  -0.6408
C: 0.28 0.06 0.04  0.2393
C: -0.78 0.92 -0.67  -0.4676
C: -1.16 0.84 0.74  0.1056
C: -0.73 -1.01 0.51  -0.4798
O: 0.12 0.89 1.26  -0.5310
H: 2.23 0.70 -0.59  0.2224
H: 1.67 -0.83 -1.32  0.2220
H: 2.22 -0.81 0.37  0.2247
H: -0.46 1.94 -0.90  0.2136
H: -1.38 0.47 -1.46  0.2185
H: -2.00 0.25 1.26  0.2793
H: -0.46 -1.55 1.42  0.2040
H: -1.22 -1.63 -0.25  0.1899

Entry 13:
Formula: C5H8O
Source: the Open Molecules 2025 dataset
Level of theory: ωB97M-V/def2-TZVPD

Computed properties:
Relative energy (zero: lowest compared OMol25 entry of this formula, charge and spin)   76.3 kJ/mol
SMILES   C[C@H]1CCC1=O
Frontier orbital gap   0.38176 hartree
Largest force on an atom   0.47 eV/Å
E_LUMO   0.979 eV
E_tot   -7361.46490 eV
Spin multiplicity   1
HOMO energy   -9.4 eV

Last column: natural (NBO) charge in e.
Positions of all 14 atoms, in Å:
C: 1.66 -0.59 0.22  -0.6007
C: 0.55 0.41 -0.10  -0.3332
C: -0.60 -0.06 -1.02  -0.4002
C: -1.65 0.20 0.09  -0.5329
C: -0.49 0.58 1.01  0.6199
O: -0.41 0.85 2.18  -0.5159
H: 2.31 -0.21 1.02  0.2248
H: 1.23 -1.54 0.56  0.2061
H: 2.27 -0.79 -0.67  0.2135
H: 0.98 1.37 -0.40  0.2278
H: -0.74 0.53 -1.93  0.2127
H: -0.52 -1.12 -1.30  0.2078
H: -2.34 1.03 -0.10  0.2358
H: -2.23 -0.66 0.44  0.2345

Entry 14:
Formula: C5H8O
Source: the Open Molecules 2025 dataset
Level of theory: ωB97M-V/def2-TZVPD

Computed properties:
Relative energy (zero: lowest compared OMol25 entry of this formula, charge and spin)   120.0 kJ/mol
SMILES   C=C[C@H](C)C=O
Frontier orbital gap   0.38979 hartree
Largest force on an atom   0.45 eV/Å
E_LUMO   1.046 eV
E_tot   -7361.01120 eV
Spin multiplicity   1
HOMO energy   -9.6 eV

Last column: natural (NBO) charge in e.
Positions of all 14 atoms, in Å:
C: -0.02 -1.90 -0.05  -0.3981
C: -0.83 -0.86 -0.21  -0.1547
C: -0.38 0.59 -0.14  -0.3819
C: 0.95 0.88 -0.84  -0.6058
C: -0.36 0.91 1.35  0.4619
O: -1.33 0.81 2.06  -0.5151
H: 1.05 -1.79 0.06  0.1888
H: -0.42 -2.91 0.02  0.2074
H: -1.91 -1.01 -0.27  0.2132
H: -1.16 1.23 -0.58  0.2326
H: 1.73 0.16 -0.56  0.2080
H: 0.83 0.84 -1.92  0.2242
H: 1.32 1.88 -0.58  0.2127
H: 0.63 1.20 1.77  0.1066

Entry 15:
Formula: C5H8O
Source: the Open Molecules 2025 dataset
Level of theory: ωB97M-V/def2-TZVPD

Computed properties:
Relative energy (zero: lowest compared OMol25 entry of this formula, charge and spin)   502.6 kJ/mol
Frontier orbital gap   0.32570 hartree
Largest force on an atom   0.42 eV/Å
E_LUMO   1.054 eV
E_tot   -7357.04574 eV
Spin multiplicity   1
HOMO energy   -7.8 eV

Last column: natural (NBO) charge in e.
Positions of all 14 atoms, in Å:
C: 1.89 0.06 -0.67  -0.7664
C: 0.52 -0.46 -0.67  0.1631
C: -0.58 0.59 -0.76  -0.5787
C: -1.14 0.38 0.63  0.0678
C: -1.24 -0.99 1.13  -0.1162
O: -0.06 -0.22 1.38  -0.4723
H: 2.06 1.10 -0.34  0.1829
H: 2.13 0.00 -1.74  0.2606
H: 2.59 -0.62 -0.16  0.2349
H: -0.25 1.64 -0.87  0.1804
H: -1.30 0.35 -1.55  0.2287
H: -1.70 1.17 1.14  0.1994
H: -1.77 -1.20 2.05  0.1916
H: -1.12 -1.80 0.41  0.2242

Entry 16:
Formula: C5H8O
Source: the Open Molecules 2025 dataset
Level of theory: ωB97M-V/def2-TZVPD

Computed properties:
Relative energy (zero: lowest compared OMol25 entry of this formula, charge and spin)   267.5 kJ/mol
Frontier orbital gap   0.36692 hartree
Largest force on an atom   1.64 eV/Å
E_LUMO   0.837 eV
E_tot   -7359.48297 eV
Spin multiplicity   1
HOMO energy   -9.1 eV

Last column: natural (NBO) charge in e.
Positions of all 14 atoms, in Å:
O: -0.34 1.41 1.61  -0.5986
C: -0.18 1.09 0.45  0.5175
C: -1.15 0.16 -0.30  -0.4875
C: -0.64 -1.24 0.01  -0.4284
C: 0.85 -0.77 0.19  -0.2985
C: 1.08 1.18 -0.25  -0.4587
H: -2.13 0.40 0.08  0.2269
H: -1.04 0.30 -1.39  0.2071
H: -1.11 -1.67 0.91  0.2223
H: -0.81 -1.99 -0.79  0.2137
H: 1.51 -1.18 -0.55  0.2134
H: 1.13 -0.84 1.24  0.2267
H: 1.75 1.98 0.12  0.2370
H: 1.10 1.17 -1.34  0.2071

Entry 17:
Formula: C5H8O
Source: the Open Molecules 2025 dataset
Level of theory: ωB97M-V/def2-TZVPD

Computed properties:
Relative energy (zero: lowest compared OMol25 entry of this formula, charge and spin)   121.6 kJ/mol
SMILES   O=CC1CCC1
Frontier orbital gap   0.39252 hartree
Largest force on an atom   0.53 eV/Å
E_LUMO   0.927 eV
E_tot   -7360.99468 eV
Spin multiplicity   1
HOMO energy   -9.8 eV

Last column: natural (NBO) charge in e.
Positions of all 14 atoms, in Å:
O: -1.32 -0.75 -2.37  -0.5170
C: -0.93 -1.05 -1.27  0.4522
C: -0.77 -0.05 -0.15  -0.3402
C: 0.28 1.06 -0.43  -0.3828
C: 1.13 0.54 0.75  -0.4035
C: 0.05 -0.52 1.07  -0.3998
H: -0.66 -2.11 -1.03  0.1006
H: -1.77 0.32 0.07  0.2355
H: 0.74 1.00 -1.42  0.2148
H: -0.11 2.07 -0.29  0.2131
H: 2.10 0.13 0.45  0.2057
H: 1.31 1.27 1.55  0.2069
H: 0.40 -1.56 1.02  0.2027
H: -0.45 -0.38 2.04  0.2120